Density functional theory data (ωB97M-V/def2-TZVPD) for a structure of composition C39H29N5OReS4.

Calculated values
* 2S+1: 4
* ΔE to the lowest compared entry with this formula, charge and spin: 0.00 kJ/mol
* M: 898.170 Da
* total charge: +2
* frontier orbital gap (spin up / spin down): 5.753 / 3.969 eV
* <S²>: 3.777

Last column: Löwdin spin population.
CARTESIAN COORDINATES (ANGSTROEM)
Re1 -0.079 0.317 0.100  2.36
S1 0.166 0.026 -2.259  0.15
C1 1.342 1.233 -2.747  0.03
C2 1.888 1.158 -4.029  0.02
C3 2.803 2.102 -4.461  0.00
C4 3.202 3.141 -3.627  0.02
C5 2.669 3.237 -2.354  0.00
C6 1.741 2.294 -1.933  0.03
S2 0.998 2.513 -0.326  0.03
C7 -0.478 3.485 -0.776  0.00
C8 -1.728 2.942 -0.167  0.01
C9 -2.739 3.823 0.169  0.00
C10 -3.958 3.328 0.601  0.01
C11 -4.144 1.959 0.595  0.00
C12 -3.093 1.130 0.244  0.01
C13 -3.344 -0.329 0.091  0.01
S3 -1.841 -1.338 0.277  0.04
C14 -1.962 -1.717 2.014  0.03
C15 -2.820 -2.743 2.390  0.00
C16 -2.950 -3.067 3.728  0.01
C17 -2.206 -2.372 4.676  0.00
C18 -1.355 -1.350 4.296  0.01
C19 -1.226 -0.998 2.951  0.02
S4 -0.222 0.366 2.511  0.13
N1 -1.869 1.603 -0.059  0.00
H1 1.584 0.349 -4.681  0.00
H2 3.214 2.029 -5.459  0.00
H3 3.917 3.876 -3.968  0.00
H4 2.955 4.049 -1.696  0.00
H5 -0.560 3.454 -1.864  0.00
H6 -0.297 4.510 -0.464  0.00
H7 -2.578 4.887 0.076  0.00
H8 -4.753 3.995 0.904  0.00
H9 -5.100 1.526 0.856  0.00
H10 -3.705 -0.527 -0.922  0.00
H11 -4.085 -0.694 0.797  0.00
H12 -3.392 -3.276 1.638  0.00
H13 -3.623 -3.856 4.031  0.00
H14 -2.296 -2.628 5.723  0.00
H15 -0.781 -0.805 5.034  0.00
C20 12.060 -7.258 0.030  0.00
O1 10.747 -7.792 -0.071  0.00
C21 9.703 -6.963 -0.063  0.00
C22 8.436 -7.553 -0.190  0.00
C23 7.307 -6.777 -0.197  0.00
C24 7.393 -5.380 -0.075  0.00
C25 8.654 -4.800 0.056  0.00
C26 9.798 -5.574 0.062  0.00
C27 6.169 -4.603 -0.081  0.00
N2 4.959 -5.119 -0.216  0.00
C28 4.101 -4.073 -0.153  0.00
C29 4.776 -2.885 0.023  0.00
N3 6.100 -3.239 0.068  0.00
C30 4.109 -1.656 0.225  0.00
C31 4.824 -0.487 0.516  0.01
C32 4.137 0.616 0.928  0.00
C33 2.754 0.557 0.946  0.02
N4 2.021 -0.460 0.482  0.00
C34 2.676 -1.629 0.179  0.00
C35 1.969 -2.867 -0.133  0.00
N5 0.632 -2.861 -0.283  0.04
C36 0.020 -3.998 -0.559  0.00
C37 0.647 -5.240 -0.648  0.00
C38 2.002 -5.283 -0.486  0.00
C39 2.685 -4.084 -0.257  0.00
H16 12.732 -8.107 -0.030  0.00
H17 12.205 -6.747 0.984  0.00
H18 12.269 -6.570 -0.792  0.00
H19 8.379 -8.629 -0.283  0.00
H20 6.329 -7.224 -0.296  0.00
H21 8.760 -3.726 0.155  0.00
H22 10.762 -5.098 0.166  0.00
H23 6.884 -2.620 0.172  0.00
H24 5.904 -0.480 0.462  0.00
H25 4.636 1.522 1.239  0.00
H26 2.228 1.375 1.407  0.00
H27 -1.048 -3.951 -0.727  0.00
H28 0.062 -6.127 -0.843  0.00
H29 2.575 -6.199 -0.542  0.00